[1]
Entry from OMol25: a cluster of 2 separate species, C3H11N3O2 in total at a distorted geometry (ωB97M-V/def2-TZVPD).

Computed properties:
molar mass	121.1	g mol⁻¹
lowest unoccupied orbital energy	0.6	eV
HOMO-LUMO gap	10.21	eV
relative energy (zero: lowest compared OMol25 entry of this formula, charge and spin)	6.4	kcal per mole
electronic energy	-11855.4618	eV
structure (SMILES)	NCCNC(N)=O.O

Geometry (Å):
C -0.8559 -0.2617 -0.7407
N -0.8769 0.7162 0.3454
C -0.8338 0.4921 1.6853
N -0.8663 -0.8329 2.0879
O -0.7467 1.3988 2.4903
C 0.3704 -1.1866 -0.7221
N 1.5771 -0.4092 -0.4357
H -0.9252 0.2624 -1.6882
H -1.7615 -0.8502 -0.6581
H -0.7091 1.6575 0.0443
H -1.2646 -0.9796 2.9974
H -1.1132 -1.5192 1.3979
H 0.1614 -2.0621 -0.1060
H 0.4955 -1.5804 -1.7331
H 1.7632 -0.4233 0.5675
H 2.3759 -0.9147 -0.8002
H 0.3773 2.1691 -1.9634
H 1.6706 1.7923 -1.2106
O 1.1618 2.5314 -1.5580

Atoms 1-3, force components in eV/Å:
-0.03 -0.22 1.01
0.05 -0.12 -1.17
0.01 0.22 0.33

Here are the natural (NBO) charges for atoms 1 to 5, given in e:
1 C -0.23
2 N -0.64
3 C 0.77
4 N -0.86
5 O -0.65

[2]
Entry from OMol25: a structure of composition C6H5N3O at a distorted geometry (ωB97M-V/def2-TZVPD).

Computed properties:
molar mass	135.1	g mol⁻¹
lowest unoccupied orbital energy	-0.9	eV
HOMO-LUMO gap	8.05	eV
relative energy (zero: lowest compared OMol25 entry of this formula, charge and spin)	141.0	kcal per mole
electronic energy	-12814.4310	eV

Geometry (Å):
C -1.0243 1.3142 -2.0908
C -1.3892 1.2312 -0.8335
C 0.2748 -0.1876 -1.1476
C 0.1619 -0.7367 1.8485
C 1.4846 -0.6893 1.7063
C 2.7398 -0.5325 1.3160
N -0.0167 0.4519 -2.3492
N -0.7634 0.1427 -0.2572
N -1.0192 -0.4788 1.0092
O 3.8767 -0.2481 1.2802
H -1.4113 1.6001 -2.9973
H -2.1425 1.8614 -0.3671
H -0.2717 -0.9801 2.9134
H 0.9565 -1.3929 -0.8044
H -1.4561 -1.3556 0.7734

Atoms 1-3, force components in eV/Å:
2.21 -1.60 -1.14
-3.07 0.29 2.96
-1.24 -3.03 -1.09

Here are the natural (NBO) charges for atoms 1 to 5, given in e:
1 C -0.11
2 C -0.09
3 C 0.15
4 C 0.09
5 C -0.42

[3]
Entry from OMol25: a structure of composition C25H28BrCdN6OS (ωB97M-V/def2-TZVPD).

Computed properties:
molar mass	652.9	g mol⁻¹
lowest unoccupied orbital energy	-3.0	eV
HOMO-LUMO gap	6.74	eV
relative energy (zero: lowest compared OMol25 entry of this formula, charge and spin)	0.0	kcal per mole
charge	+1
electronic energy	-122806.3525	eV

Geometry (Å):
Cd -1.1817 1.0719 0.2963
Br -0.3103 3.1613 -6.9377
C -0.8419 2.8521 -5.1508
C -2.2088 2.8614 -4.8187
C -2.6109 2.6546 -3.5283
C -1.6883 2.3992 -2.4766
O -2.1448 2.2365 -1.2806
C -0.3043 2.3833 -2.8373
C 0.7665 2.2340 -1.9040
N 0.6733 1.8076 -0.6898
C 1.7673 1.8579 0.2014
C 3.0844 1.8047 -0.1598
C 4.1151 1.9198 0.7998
C 3.8197 2.0791 2.1199
C 2.4674 2.1062 2.5378
C 2.1011 2.2467 3.8972
C 0.7875 2.2560 4.2527
C -0.1770 2.0985 3.2439
N 0.1205 1.9664 1.9737
C 1.4378 1.9805 1.5887
C 0.0827 2.6392 -4.1775
H -2.9418 3.0463 -5.5937
H -3.6595 2.6881 -3.2608
H 1.7465 2.5493 -2.2701
H 3.3513 1.6763 -1.2016
H 5.1465 1.8869 0.4729
H 4.6035 2.1805 2.8603
H 2.8791 2.3502 4.6441
H 0.4751 2.3669 5.2811
H -1.2297 2.0846 3.5013
H 1.1383 2.6578 -4.4227
C 2.9677 -2.7279 -0.6581
N 2.2294 -2.3928 0.5614
C 2.9978 -1.5925 1.5065
C 0.8835 -2.4035 0.6016
S 0.0178 -1.2763 1.5452
N 0.2593 -3.3647 -0.1042
C 0.8366 -4.6996 -0.2806
C -1.1761 -3.2953 -0.3434
H 3.5530 -1.8540 -0.9514
H 2.2887 -2.9652 -1.4701
H 3.6505 -3.5635 -0.5019
H 4.0112 -1.9913 1.5267
H 2.5647 -1.6552 2.5008
H 3.0304 -0.5445 1.1996
H 1.7610 -4.7923 0.2804
H 1.0252 -4.9306 -1.3294
H 0.1288 -5.4313 0.1110
H -1.4755 -2.2846 -0.6032
H -1.7417 -3.6075 0.5383
H -1.4075 -3.9608 -1.1731
C -3.3498 -0.8671 2.6371
C -3.7190 -0.7890 1.1982
N -3.0372 -0.1890 0.2443
C -3.7187 -0.3943 -0.9452
C -4.8201 -1.1395 -0.6974
N -4.8048 -1.3809 0.6633
H -2.5772 -0.1343 2.8589
H -2.9442 -1.8489 2.8818
H -4.2107 -0.6702 3.2770
H -3.3847 0.0325 -1.8751
H -5.6040 -1.4966 -1.3418
H -5.4988 -1.8930 1.1816

Atoms 1-3, force components in eV/Å:
-0.21 -0.21 -0.01
0.00 0.00 -0.02
-0.11 0.01 -0.02

Here are the natural (NBO) charges for atoms 1 to 5, given in e:
1 Cd 1.68
2 Br 0.07
3 C -0.16
4 C -0.18
5 C -0.25